(1)
The following is a DFT calculation (ωB97M-V/def2-TZVPD) of C5H10BeMgO3 as an isolated structure.

Properties
E_HOMO: -5.23 eV
E: -637.00382 Ha
Orbital gap: 4.94 eV

The geometry in XYZ format:
```
20
Properties=species:S:1:pos:R:3:forces:R:3:nbo_charge:R:1
O 0.70273 -0.30032 -1.66881 -0.02 2.77 2.45 -0.95
C 1.46455 -1.02108 -0.74444 -0.22 -1.51 -0.19 -0.10
C 1.76254 -0.28989 0.55782 1.16 -0.48 0.04 -0.11
O 0.58182 0.43986 0.89055 -0.29 1.25 -2.07 -0.70
C 0.06470 0.49742 2.19909 -0.01 -0.23 1.02 -0.26
Be 0.05142 1.01227 -0.56703 -0.49 -2.47 -2.25 1.58
H 2.41970 -1.36766 -1.17512 -0.15 0.13 0.10 0.18
H 0.88610 -1.92463 -0.47668 0.23 0.00 0.06 0.17
H 2.59120 0.42454 0.44426 -0.23 0.01 0.03 0.18
H 2.02601 -0.97502 1.37560 -0.23 0.09 -0.25 0.21
H -0.58113 1.38314 2.22739 0.28 -0.30 0.36 0.21
H -0.51092 -0.41512 2.40933 -0.05 0.25 -0.12 0.21
H 0.91548 0.50896 2.89603 -0.36 0.47 -0.07 0.19
C -1.45630 1.38247 -1.63918 2.13 -0.15 -0.08 -1.04
C -1.55717 -0.06160 -1.49880 -3.44 1.11 2.53 0.38
O -1.95957 -0.35934 -0.29437 1.21 -0.51 -1.90 -0.93
Mg -2.35200 -1.82040 1.01518 -0.24 -0.58 0.27 0.07
H -2.14444 1.96794 -1.01280 0.10 -0.45 -0.60 0.26
H -1.16463 1.71966 -2.64166 -0.32 0.25 0.46 0.24
H -1.74011 -0.80117 -2.29637 0.96 0.33 0.21 0.20
```
Forces are in eV/Å.

(2)
The following is a DFT calculation (ωB97M-V/def2-TZVPD) of a single C4H9NO2 molecule.

Properties
E_HOMO: -9.73 eV
Energy relative to the best compared isomer or geometry (same formula, charge and spin): 10.8 kcal/mol
SMILES: CCNC(=O)OC
E: -363.06835 Ha
Orbital gap: 10.66 eV

The geometry in XYZ format:
```
16
Properties=species:S:1:pos:R:3:forces:R:3:nbo_charge:R:1
C -2.14181 0.72568 1.01039 0.15 0.03 0.03 -0.62
C -1.72090 -0.51182 0.22025 -0.07 -0.20 0.01 -0.22
N -0.60837 -0.27209 -0.67855 0.20 0.02 -0.04 -0.63
C 0.66662 -0.33586 -0.21202 -0.08 -0.07 0.19 0.88
O 0.98789 -0.71075 0.89819 -0.10 0.14 -0.34 -0.66
O 1.54829 0.06210 -1.15849 -0.13 -0.04 0.08 -0.52
C 2.90971 0.00548 -0.73620 0.27 0.00 0.03 -0.26
H -1.24735 1.30771 1.24889 -0.15 -0.02 0.08 0.22
H -2.82977 1.35642 0.44095 0.11 -0.02 0.04 0.20
H -2.62191 0.44740 1.95137 -0.04 0.02 -0.11 0.22
H -1.39761 -1.31009 0.89047 -0.07 0.12 0.02 0.22
H -2.55302 -0.90219 -0.36979 0.04 0.01 0.04 0.20
H -0.75344 0.15074 -1.57975 0.02 -0.01 0.05 0.40
H 3.49918 0.33292 -1.59404 -0.10 -0.05 0.14 0.19
H 3.07759 0.66772 0.11811 -0.03 -0.10 -0.14 0.19
H 3.18491 -1.01336 -0.44978 -0.04 0.16 -0.06 0.19
```
Forces are in eV/Å.

(3)
The following is a DFT calculation (ωB97M-V/def2-TZVPD) of C9H14BaF2O7 as an isolated structure.

Properties
2S+1: 2
E_HOMO (spin up / spin down): -5.00 / -4.92 eV
E: -1103.25352 Ha
Charge: -1
Orbital gap (spin up / spin down): 6.64 / 5.90 eV

The geometry in XYZ format:
```
33
Properties=species:S:1:pos:R:3:forces:R:3:lowdin_spin:R:1
Ba 0.90895 -0.43121 1.58636 1.13 2.76 1.38 0.00
F 1.78922 -0.34559 4.12014 -0.49 -0.93 -1.17 0.00
F 1.21762 2.14475 1.99356 -0.68 -1.39 -0.39 0.00
C 2.80162 3.77862 -2.15752 -0.38 0.82 -2.50 0.43
C 2.02875 4.12360 -3.37900 -2.01 1.30 0.22 0.04
C 0.67856 3.31891 -3.54759 0.32 0.05 0.08 0.00
O -0.09178 3.89902 -4.30528 -0.29 -1.46 0.46 -0.03
C 0.50174 2.10020 -2.74661 -0.29 2.54 -2.71 0.03
C 1.33569 1.74908 -1.74136 -0.71 -3.82 0.74 0.00
C 2.52126 2.60822 -1.39653 0.50 1.87 4.74 0.00
O 2.99767 2.66055 -0.19355 -0.76 -1.31 -3.48 0.31
O 1.03486 0.62217 -1.14860 1.51 1.39 0.52 0.02
O 2.01216 5.17831 -4.04281 1.93 -1.74 1.55 0.18
H 3.39670 4.59491 -1.77548 0.37 -0.33 0.36 0.02
H -0.30426 1.44860 -3.05021 -0.18 -0.01 0.36 0.00
C 0.20467 -3.34204 -0.96845 -0.61 -0.63 0.21 0.00
O -0.21997 -2.84645 0.30953 0.60 0.36 -0.03 0.00
H 1.22286 -3.08585 -1.26133 -0.06 0.53 0.41 0.00
H 0.18916 -4.42959 -0.89711 -0.13 -0.10 -0.47 0.00
H -0.50596 -2.97025 -1.70660 0.21 -0.18 -0.22 0.00
H -0.58733 -3.57160 0.82022 0.10 0.10 0.05 0.00
C -2.50632 -0.34539 0.54865 0.44 -0.13 -0.05 0.00
O -1.66756 0.42305 1.40785 -0.90 0.02 0.13 0.00
H -2.58482 -1.33849 0.99100 0.12 -0.05 -0.24 0.00
H -3.51968 0.04116 0.44007 0.02 0.27 0.12 0.00
H -2.00687 -0.35695 -0.42013 -0.31 -0.44 -0.27 0.00
H -1.79806 1.33814 1.14870 0.51 0.39 0.23 0.00
C -1.81616 -2.92943 3.51220 -1.28 0.40 -0.47 0.00
O -0.60837 -2.25685 3.25577 0.03 -0.60 0.22 0.00
H -2.28254 -3.18228 2.56001 0.25 -0.62 -0.21 0.00
H -1.74957 -3.78924 4.17883 0.29 -0.11 -0.22 0.00
H -2.59136 -2.27924 3.91769 0.25 0.42 0.52 0.00
H -0.00089 -2.52885 3.94757 0.53 0.66 0.16 0.00
```
Forces are in eV/Å.